Record 1
Here is a cluster of 7 separate species, C11H21BBr6N2O11 in total in a non-equilibrium geometry from OMol25. Energies are from ωB97M-V/def2-TZVPD.

The value obtained for the lowest unoccupied orbital energy (alpha / beta) is 1.4 / 1.4 eV. Its charge is -1. The value obtained for the total energy is -458187.6614 eV. Its HOMO energy (alpha / beta) is -0.61 / -4.69 eV. The spin multiplicity is 2.

```
52
Properties=species:S:1:pos:R:3:forces:R:3:lowdin_charge:R:1
O -1.263 -2.300 -1.300 0.88 0.83 -0.11 0.030
H -3.221 -1.554 -4.692 0.25 -0.01 -0.34 0.143
Br -3.449 5.452 5.306 0.73 -0.44 0.32 0.506
H -2.081 4.805 -0.985 -0.06 0.12 -0.40 0.132
O 0.036 1.519 3.816 0.55 -1.27 -0.34 -0.035
O 1.735 -2.009 -1.681 0.29 -0.19 0.41 0.108
H -1.179 4.318 5.356 -0.25 -0.17 -0.52 0.066
C -0.604 1.500 -3.050 -2.40 2.79 0.21 -0.794
H -2.623 2.535 4.430 0.36 -0.27 0.31 0.055
N -2.583 -1.652 -3.916 -0.88 -1.06 0.85 0.312
H 6.500 -1.557 -1.413 0.73 0.27 0.00 0.045
C 4.978 -0.308 -0.789 -0.96 0.65 0.72 -0.656
H -0.115 -4.831 -1.651 1.09 -0.11 0.14 0.020
Br -1.965 -6.188 -3.396 0.50 -0.13 0.69 0.531
C -2.556 2.680 5.508 -0.59 -0.04 0.02 -0.641
O -0.848 -0.508 0.017 -0.98 -2.11 -0.86 0.257
O -1.556 0.869 -3.534 -0.57 -1.92 -0.55 -0.039
Br -4.392 2.193 6.160 0.63 0.25 -0.02 0.490
N -1.175 4.464 -0.696 -0.78 1.46 0.15 0.291
H -1.290 3.975 0.180 0.52 -1.17 1.70 0.064
H -1.907 1.989 6.046 0.01 -0.14 -0.61 0.060
C -2.117 4.071 5.854 -0.02 0.49 0.21 -0.644
H -1.999 -2.476 -3.911 0.27 -0.36 -0.34 0.125
H -0.554 5.230 -0.481 0.20 0.12 -0.10 0.134
H -2.022 -0.831 -3.736 1.37 2.33 -0.16 0.056
C 6.397 -0.713 -0.731 0.50 -0.76 -0.53 -0.732
H 4.238 -1.054 -0.496 0.17 -0.01 -0.21 0.054
O -0.390 3.330 1.590 -1.87 4.60 -0.77 -0.024
H -3.119 -1.717 -3.062 -0.35 -0.14 0.57 0.131
Br 7.018 -1.385 1.013 -0.37 0.22 -0.22 0.575
C 1.084 -1.427 -0.865 -0.21 1.69 0.97 -0.341
Br 0.028 -4.971 0.792 -0.43 -0.44 -0.22 0.660
C 0.088 2.236 1.460 2.10 -6.35 4.13 -0.460
H -1.865 4.175 6.909 -0.70 0.21 0.09 0.058
B 0.319 0.133 0.623 0.59 1.28 1.58 -1.068
O 0.576 0.929 -2.963 1.07 -0.70 0.11 0.122
C -0.247 -5.687 -0.989 -1.64 0.46 -1.62 -0.687
H -1.991 -7.034 -0.976 -0.04 -0.10 -0.42 0.048
O 0.428 0.031 2.065 0.07 -2.58 0.42 0.196
H 4.883 0.550 -0.124 -0.63 0.21 -0.43 0.070
C -1.700 -6.083 -1.421 -0.16 -0.07 1.14 -0.630
O 1.502 -0.488 0.068 -0.10 -2.97 -3.11 0.212
H 7.007 0.165 -0.943 0.24 -0.50 -0.22 0.051
C -0.500 -1.488 -0.770 -0.20 0.03 0.61 -0.370
H 1.096 1.606 -2.525 0.61 0.01 0.35 0.115
H 0.400 -6.547 -1.156 0.18 0.46 0.01 0.055
O -0.734 2.716 -2.678 0.82 -0.64 -0.06 -0.078
H -0.798 3.821 -1.378 0.47 -1.20 -1.26 0.050
O 0.188 1.499 0.328 -0.02 1.72 -2.00 0.171
Br 4.565 0.190 -2.671 0.18 -0.06 0.89 0.611
C 0.259 1.196 2.629 -1.69 5.52 -1.45 -0.441
H -2.483 -5.366 -1.175 0.52 0.18 0.30 0.036
```
Forces are in eV/Å.


Record 2
Here is a structure of composition C48H102F5N5O6S2 in a non-equilibrium geometry from OMol25. Energies are from ωB97M-V/def2-TZVPD.

The value obtained for the lowest unoccupied orbital energy is -3.8 eV. The energy above the lowest of the compared OMol25 structures with the same formula, charge and spin is 129.66 kJ/mol. Its charge is +2. The value obtained for the total energy is -106406.5699 eV. Its HOMO energy is -11.80 eV.

```
168
Properties=species:S:1:pos:R:3:forces:R:3:lowdin_charge:R:1
C 10.331 21.997 16.407 -0.62 0.54 -1.63 -0.095
C 15.425 24.162 19.378 -1.53 1.60 -0.64 -0.213
H 9.501 19.155 17.373 0.48 -0.69 0.38 0.086
H 18.163 19.577 11.395 -0.20 -0.46 -0.15 0.104
C 11.049 14.897 15.115 0.56 0.24 -0.04 -0.157
H 13.212 16.677 15.343 -0.14 -0.11 0.42 0.096
H 8.573 15.968 13.650 -0.41 0.90 0.33 0.057
S 20.625 22.483 15.718 0.82 1.07 1.78 0.456
C 14.950 21.969 11.776 -1.61 -1.71 0.07 -0.041
C 20.393 18.849 10.562 0.36 1.01 -1.71 -0.148
C 10.059 18.304 17.844 -0.45 1.36 0.12 -0.092
H 15.354 23.812 17.402 0.72 -0.21 -1.37 0.076
N 14.073 21.344 17.041 0.11 0.98 0.93 -0.195
C 16.332 20.608 16.762 -0.05 -0.24 -1.18 -0.114
H 13.332 15.041 5.337 0.02 0.26 -0.55 0.139
H 13.952 22.411 11.708 -0.29 -0.26 1.26 0.082
H 9.311 17.763 18.442 0.22 -0.30 -0.47 0.088
H 9.460 13.026 13.658 0.14 0.59 0.77 0.120
H 11.668 18.155 16.315 -1.69 -1.05 0.45 0.140
C 12.497 15.929 7.487 0.51 0.86 -1.15 -0.118
H 11.501 14.108 14.501 0.59 0.20 0.46 0.150
H 12.286 19.198 6.338 0.46 1.22 -0.23 0.094
H 15.045 23.885 20.348 -0.45 -0.26 0.30 0.106
O 17.949 23.468 17.319 0.86 0.95 -0.62 -0.305
C 14.731 15.200 8.368 -0.53 -0.21 -0.54 -0.065
C 12.980 13.567 7.386 2.26 -0.80 1.81 -0.062
C 11.553 21.688 17.235 -0.35 2.03 0.13 -0.253
H 15.390 18.114 12.875 -0.49 0.33 0.13 0.145
H 22.557 18.467 10.692 -0.08 0.16 -0.71 0.119
H 10.409 15.765 17.725 -0.11 -0.73 0.45 0.131
O 21.104 22.627 17.046 -0.15 0.23 0.15 -0.244
F 13.777 17.902 11.088 0.49 -0.15 -1.50 0.065
H 20.838 17.282 8.441 0.34 -0.85 0.13 0.110
C 13.271 15.682 15.824 -1.01 2.93 1.83 -0.096
H 16.508 15.221 10.670 0.94 -0.36 -0.24 0.060
H 11.809 15.597 6.683 0.01 0.58 0.54 0.131
C 21.825 18.954 7.855 2.84 0.71 1.67 -0.094
C 11.907 18.215 6.369 2.04 -2.18 0.11 -0.252
C 12.253 14.094 17.178 -0.85 -2.37 0.18 -0.160
H 12.921 13.376 8.495 -0.38 -0.08 -1.28 0.134
H 14.123 16.555 17.713 0.60 -1.42 -1.74 0.134
H 14.576 13.685 10.070 -0.18 0.49 -0.83 0.119
F 19.133 25.515 16.423 -0.88 -1.58 0.05 -0.183
C 19.091 18.210 14.053 -0.87 0.69 -1.87 -0.084
H 19.846 18.460 14.766 0.18 0.03 0.77 0.094
O 17.236 24.529 15.250 1.56 -0.37 0.56 -0.311
H 13.597 15.096 15.056 0.53 -2.25 -1.95 0.102
H 15.656 18.510 17.222 0.28 -0.41 -0.53 0.088
H 22.473 19.733 8.329 -0.22 -0.42 -0.43 0.097
C 14.189 15.613 17.022 -2.10 0.48 3.01 -0.088
H 20.760 17.113 12.918 -1.13 0.92 -0.14 0.148
F 12.138 18.660 12.163 0.20 0.06 0.94 0.137
H 19.544 18.377 10.069 -0.23 -0.18 0.19 0.130
N 19.420 23.319 15.284 -1.09 1.27 -0.79 -0.312
C 14.432 22.122 18.337 -0.29 -1.00 -1.21 -0.084
H 15.321 16.527 11.019 0.31 -0.96 -0.64 0.062
C 14.494 14.771 9.856 -0.14 1.09 -0.71 -0.183
H 11.020 15.789 14.498 0.18 0.24 0.08 0.122
H 17.221 19.379 13.591 0.01 -0.16 -0.28 0.080
H 21.299 21.716 11.937 0.61 -0.81 -0.17 0.142
H 12.479 13.317 16.436 -0.06 -0.33 0.51 0.148
H 15.147 14.993 11.792 0.60 0.01 0.26 0.076
H 12.016 13.523 6.924 -0.45 0.49 -0.25 0.126
H 13.667 21.724 19.025 0.32 1.06 0.14 0.140
H 14.861 20.959 15.189 0.18 -0.25 -0.59 0.107
H 9.874 19.035 6.565 0.81 -1.29 0.06 0.111
C 22.026 20.855 11.937 -0.62 0.56 -0.46 -0.229
H 13.554 19.332 16.797 -0.28 -0.31 -0.65 0.094
C 21.673 18.021 10.210 -0.33 2.38 0.45 -0.176
H 22.010 18.751 12.712 0.15 1.12 -0.02 0.141
H 11.683 22.473 17.986 -0.43 -0.41 0.50 0.128
C 9.695 14.421 15.463 0.27 -1.57 0.30 -0.201
H 21.593 17.114 10.689 -0.40 -2.26 1.22 0.080
C 15.566 19.523 17.555 0.07 0.88 1.56 -0.115
H 19.170 17.165 12.081 -0.35 -0.26 -0.05 0.118
H 12.809 22.784 16.043 0.73 0.27 0.35 0.146
H 20.897 19.399 7.775 -2.09 0.80 -0.34 0.044
H 16.465 23.910 19.377 0.52 -0.54 -0.42 0.089
H 22.297 20.594 10.915 0.08 0.36 -0.15 0.091
H 15.594 22.418 12.510 0.01 -0.13 0.60 0.071
H 21.075 19.999 13.571 -0.12 0.02 0.95 0.083
H 10.228 21.225 15.593 0.12 0.90 0.48 0.097
H 15.520 14.696 7.883 1.35 -0.97 0.11 0.104
N 20.112 19.033 11.985 0.48 -0.49 1.10 -0.228
O 14.126 18.217 14.500 0.24 0.65 1.52 -0.136
H 16.991 21.233 17.376 -0.10 -0.29 -0.22 0.106
C 15.331 25.693 19.206 0.73 0.51 0.65 -0.097
H 15.188 15.346 16.769 0.74 0.15 -0.12 0.104
H 11.295 20.763 17.630 0.34 -1.79 1.24 0.060
C 18.848 19.849 12.186 0.40 1.13 0.19 -0.086
C 12.773 21.763 16.421 0.98 -0.18 -2.02 -0.139
H 24.045 20.518 12.743 -0.19 -0.06 -0.14 0.084
H 22.952 21.436 13.817 0.35 -0.23 -1.14 0.079
C 13.501 14.462 17.928 0.94 0.82 -0.38 -0.121
H 22.619 17.042 8.571 0.04 -0.06 -0.16 0.119
H 9.835 15.359 12.616 -0.05 -0.21 0.05 0.062
H 15.214 22.349 10.854 1.60 0.43 -2.31 0.036
H 14.483 26.197 19.692 -0.01 -0.51 -0.26 0.080
C 14.657 23.588 18.160 0.51 -0.75 1.77 -0.174
H 8.038 13.619 14.491 -0.56 -0.16 -0.26 0.098
C 14.212 14.959 5.962 0.25 -0.51 -0.71 -0.108
H 14.263 20.102 10.862 -0.24 -0.15 -0.16 0.098
F 21.802 23.084 14.837 -0.52 -0.03 -0.15 -0.171
H 9.453 21.892 17.016 -0.48 -0.08 0.41 0.066
C 13.296 17.989 12.338 -0.10 -0.38 -0.46 -0.543
S 18.354 24.121 16.085 -1.19 0.47 0.21 0.552
H 15.936 20.017 11.551 -1.02 0.07 0.01 0.104
H 14.124 13.594 17.985 0.48 -0.54 -0.06 0.105
H 12.945 17.971 8.189 0.34 -0.58 0.11 0.106
F 12.962 16.713 12.648 -0.29 -0.31 0.37 0.097
H 9.878 13.590 16.230 -0.97 1.02 -0.90 0.143
H 10.046 17.236 6.895 -0.07 0.23 -0.09 0.076
C 10.552 18.205 6.952 -1.76 1.03 0.27 -0.120
H 14.632 13.240 4.778 -0.08 -0.06 -1.12 0.102
H 18.365 17.464 14.401 0.50 0.16 0.14 0.113
H 10.720 18.764 18.590 0.14 -0.22 -0.24 0.073
C 23.245 21.265 12.741 0.27 0.46 1.49 -0.083
O 14.386 19.928 12.976 0.44 1.79 -0.19 -0.114
H 23.692 22.210 12.404 -0.29 -0.29 -0.10 0.092
C 8.897 15.106 13.118 0.12 -1.83 0.58 -0.075
H 10.022 17.346 15.982 0.27 0.08 -0.44 0.104
H 16.215 26.124 19.672 0.05 0.24 0.05 0.073
N 11.892 15.210 16.325 0.55 1.74 -0.86 -0.202
C 15.487 15.435 10.854 -2.21 0.77 0.43 -0.084
H 15.495 22.481 15.893 0.00 -0.25 -0.01 0.123
H 13.954 17.608 6.804 -0.28 -0.85 0.11 0.111
C 12.973 17.389 7.255 -2.01 1.74 0.06 -0.149
C 14.826 13.548 5.774 0.18 0.75 -0.12 -0.132
H 13.767 24.107 17.902 -0.95 0.67 0.26 0.110
H 8.144 14.845 12.372 0.14 0.10 0.01 0.075
H 13.334 14.732 18.974 -0.10 0.37 -0.29 0.118
H 14.915 15.775 5.751 -0.37 -0.15 0.35 0.146
N 13.625 14.966 7.314 -0.98 -1.10 1.56 -0.263
H 10.660 18.469 7.999 -0.13 -0.10 0.45 0.073
C 18.298 19.543 13.602 1.13 -0.28 0.22 -0.106
C 10.783 17.524 16.740 0.99 1.36 -0.72 -0.209
C 15.251 21.430 16.075 -0.84 0.32 0.83 -0.061
H 14.649 12.213 7.471 0.18 -0.25 0.12 0.106
H 12.695 21.218 15.470 0.04 -0.51 0.31 0.144
H 13.462 15.103 10.097 0.56 -0.25 0.23 0.106
C 14.084 19.931 17.509 0.06 -0.29 0.05 -0.124
C 21.797 17.728 8.737 -1.17 0.36 -0.38 -0.242
O 20.426 21.175 15.235 0.25 -2.18 -1.14 -0.302
H 12.014 17.774 5.379 -0.48 0.20 -0.34 0.107
H 10.250 23.040 15.984 0.46 -1.13 0.23 0.105
H 18.468 20.406 14.285 0.23 -0.81 -0.45 0.090
H 13.574 19.872 18.481 0.17 -0.02 -0.35 0.131
H 12.016 15.766 8.467 0.36 0.10 -0.47 0.146
C 11.273 16.217 17.277 -0.21 0.38 -1.07 -0.127
C 14.411 18.558 13.299 -0.76 -1.50 -1.65 -0.567
H 11.404 13.759 17.839 0.84 0.39 -0.83 0.158
H 9.105 15.251 15.856 -0.22 -0.34 0.28 0.115
H 15.379 26.009 18.157 -0.11 -0.22 0.12 0.080
H 16.884 20.206 15.904 0.32 -0.18 0.62 0.102
H 14.975 16.246 8.138 -0.19 -0.02 1.05 0.130
C 14.015 12.618 6.693 -0.09 0.47 0.85 -0.111
C 14.879 20.397 11.697 1.50 1.43 1.73 -0.204
C 9.024 13.914 14.173 -0.17 0.92 -0.88 -0.207
H 15.375 21.662 18.579 0.21 0.01 0.58 0.112
H 22.236 18.769 6.898 0.24 -0.26 -1.04 0.068
H 20.380 19.923 10.184 0.44 -1.42 0.03 0.152
C 21.393 19.672 12.609 -0.79 -1.50 0.42 -0.119
H 13.542 11.759 6.183 0.16 0.64 0.15 0.130
C 19.811 17.712 12.756 0.56 0.95 0.32 -0.059
H 12.044 16.417 17.979 0.41 -0.05 0.95 0.115
H 19.082 20.926 11.967 -0.02 -0.93 0.57 0.153
H 15.936 13.591 5.827 -0.77 -0.41 0.61 0.131
H 15.911 19.550 18.616 -0.15 -0.16 -0.73 0.128
```
Forces are in eV/Å.


Record 3
Here is a structure of composition C30H32CoN4O3STe from OMol25. Energies are from ωB97M-V/def2-TZVPD.

The value obtained for the lowest unoccupied orbital energy (alpha / beta) is 0.3 / 0.3 eV. The energy above the lowest of the compared OMol25 structures with the same formula, charge and spin is 92.24 kJ/mol. Its charge is 0. The value obtained for the total energy is -99488.6712 eV. Its HOMO energy (alpha / beta) is -7.78 / -7.73 eV. The spin multiplicity is 2.

```
72
Properties=species:S:1:pos:R:3:forces:R:3:lowdin_charge:R:1
C 4.372 -5.028 -3.474 0.00 -0.01 0.01 -0.046
O 1.955 -0.055 1.024 0.86 0.05 0.01 -0.334
H -1.289 0.672 4.054 -0.04 0.05 0.02 0.090
H 1.824 -0.454 -2.782 0.00 0.02 0.01 0.084
N -0.183 0.419 1.191 -0.03 -0.49 0.15 -0.068
O -1.929 -1.452 1.922 -0.01 0.04 0.08 -0.232
H 4.418 -4.564 -4.460 0.00 0.00 0.00 0.083
H 4.999 -2.552 -2.572 0.00 0.00 0.00 0.125
C -4.820 5.050 -1.281 0.01 0.01 0.01 -0.032
H -4.329 6.020 -1.340 0.00 0.00 0.00 0.074
H 0.655 -5.427 -0.141 -0.01 0.00 -0.02 0.091
C -1.906 3.254 0.282 0.05 0.07 0.02 -0.099
H 3.552 -0.151 -0.275 -0.07 0.09 0.12 0.035
H -0.297 -4.580 -1.360 -0.03 0.02 0.01 0.094
H 3.910 -6.008 -3.584 0.00 0.00 0.00 0.074
Co -2.123 0.419 1.494 0.01 0.03 -0.26 0.284
C 3.601 -4.167 -2.513 -0.08 -0.03 0.02 -0.262
H 5.072 -0.908 -0.737 -0.01 0.00 0.02 0.087
S -4.406 0.477 1.016 0.16 0.23 0.01 0.693
Te 0.670 -1.541 0.527 -0.63 -0.10 -0.11 1.992
H 1.496 0.541 -1.368 0.01 0.03 0.01 0.057
C 0.892 3.915 3.524 0.04 -0.02 -0.02 -0.069
C 1.684 -3.798 -1.069 0.01 -0.10 0.01 -0.304
H 4.235 3.714 3.025 0.00 0.00 0.00 0.106
N -4.592 2.940 -0.144 -0.01 0.01 -0.06 0.117
C 4.059 -2.908 -2.159 -0.02 0.02 0.04 -0.024
H -2.796 1.313 4.068 -0.01 -0.02 -0.03 0.097
C -3.974 4.043 -0.565 0.04 -0.04 0.01 -0.326
C 3.186 3.453 2.969 0.04 -0.01 0.00 -0.071
C -0.611 -1.216 -1.135 -0.01 -0.11 -0.14 -0.331
H -3.145 -0.664 -3.979 0.00 -0.01 0.00 0.105
C 2.413 -4.595 -1.947 0.09 0.00 -0.02 -0.020
C -1.182 -0.240 -3.238 0.02 0.01 0.05 -0.045
C -2.603 4.242 -0.383 -0.03 0.01 0.00 -0.017
H 3.530 1.691 1.785 0.00 0.00 0.00 0.113
H 4.067 -0.152 -1.959 -0.01 0.01 0.01 0.085
C 2.796 2.320 2.270 0.00 -0.02 0.04 -0.015
C 1.450 1.981 2.199 -0.09 0.01 -0.15 -0.144
C -3.853 2.018 0.467 -0.04 -0.03 0.13 -0.786
H -0.922 0.387 -4.083 0.01 -0.01 -0.01 0.112
N -2.227 0.572 3.676 0.12 -0.05 0.01 -0.007
C -0.244 -0.419 -2.224 -0.02 -0.04 0.08 -0.280
C -2.185 -1.842 3.130 0.00 0.12 -0.06 -0.633
O -2.023 -2.970 3.555 0.01 -0.08 0.02 0.046
H -2.108 5.131 -0.743 0.00 0.00 0.00 0.105
C 0.996 0.782 1.451 -0.06 0.59 0.31 -0.580
H -3.769 -2.050 -2.018 0.00 0.01 0.01 0.110
H -5.019 4.698 -2.295 -0.01 0.00 0.00 0.088
H 2.549 5.129 4.144 0.00 0.00 0.00 0.104
C 3.368 -2.069 -1.290 0.02 -0.03 0.01 -0.277
C 0.500 2.786 2.824 -0.06 0.00 -0.01 -0.047
C -1.872 -1.799 -1.061 0.03 0.01 0.07 -0.134
H -2.166 -2.357 -0.180 0.03 -0.04 -0.03 0.093
H 0.151 4.537 4.009 -0.01 0.00 0.00 0.106
H 2.032 -5.583 -2.184 0.00 -0.01 0.00 0.122
H 1.048 1.120 -2.971 -0.01 0.00 0.00 0.088
N -2.526 2.173 0.729 -0.13 -0.27 -0.05 -0.052
H -0.114 -3.917 0.250 0.03 -0.06 -0.01 0.015
H -0.839 3.319 0.470 -0.04 0.00 -0.02 0.111
C -2.768 -0.751 4.037 -0.04 0.02 -0.05 -0.153
C -2.784 -1.608 -2.088 -0.02 0.01 -0.05 -0.073
C 1.104 0.235 -2.337 -0.03 -0.02 -0.06 -0.042
C 2.239 4.249 3.597 -0.02 -0.01 0.00 -0.080
H -0.548 2.516 2.743 0.03 0.01 0.03 0.084
C -2.435 -0.830 -3.179 -0.03 0.00 0.01 -0.070
H -2.605 -1.022 5.080 0.02 -0.01 -0.01 0.117
H 5.398 -5.172 -3.132 0.00 0.00 0.00 0.082
H -5.780 5.150 -0.778 0.00 0.00 0.00 0.083
C 0.414 -4.442 -0.544 -0.06 -0.02 -0.02 -0.082
C 2.149 -2.514 -0.743 0.01 0.24 -0.08 -0.269
C 4.036 -0.737 -1.037 0.05 -0.10 -0.07 -0.059
H -3.842 -0.728 3.844 -0.01 -0.02 0.03 0.110
```
Forces are in eV/Å.


- Number 2 is which compound?
  C48H102F5N5O6S2


- What is the charge in the second record?
  +2


- Which value of charge does entry 2 give?
  +2